Below is ClNO3Rb as an isolated structure at a distorted geometry, with properties calculated with ωB97M-V/def2-TZVPD.

- 2S+1: 2
- Total charge: 0
- Molar mass: 182.925 g mol⁻¹
- Kohn-Sham gap (spin up / spin down): 9.09 / 2.48 eV
- DFT total energy: -764.575487 a.u.

```
6
Properties=species:S:1:pos:R:3:forces:R:3
Rb 0.53616 -5.80087 30.07619 -0.001 0.144 0.003
Cl -0.97102 -7.44670 28.09190 0.026 0.056 0.019
N 1.50007 -2.11813 29.51885 -0.472 1.982 1.351
O 0.63571 -2.08484 28.61572 0.941 -0.406 0.166
O 1.29158 -2.93023 30.46033 0.826 0.431 -1.248
O 2.37662 -1.22912 29.57023 -1.321 -2.206 -0.290
```
Forces are in eV/Å.

Mulliken population analysis, charges in e, atoms 1 to 4:
1 Rb 0.96
2 Cl -0.68
3 N 1.00
4 O -0.37

Below is a 2-piece molecular cluster, ClNO3S overall at a distorted geometry, with properties calculated with ωB97M-V/def2-TZVPD.

- 2S+1: 1
- Total charge: 0
- Molar mass: 129.524 g mol⁻¹
- Kohn-Sham gap: 9.41 eV
- DFT total energy: -1138.753781 a.u.
- ΔE to the lowest compared entry with this formula, charge and spin: 4.2 kcal/mol

```
6
Properties=species:S:1:pos:R:3:forces:R:3
N -2.49778 0.15049 -0.05044 1.498 1.265 0.075
O -1.44630 0.63408 -0.02586 -1.370 0.106 -0.087
O 2.64652 0.09967 -0.99789 1.216 -0.386 -1.721
O 1.15944 0.57260 0.76677 0.522 -0.047 1.024
S 2.49278 0.18995 0.39875 -1.582 0.438 0.751
Cl -2.35465 -1.64679 -0.09132 -0.282 -1.375 -0.042
```
Forces are in eV/Å.

Mulliken population analysis, charges in e, atoms 1 to 4:
1 N 0.31
2 O -0.14
3 O -0.34
4 O -0.34

Below is a 2-piece molecular cluster, ClNO3S overall at a distorted geometry, with properties calculated with ωB97M-V/def2-TZVPD.

- 2S+1: 1
- Total charge: 0
- Molar mass: 129.524 g mol⁻¹
- Kohn-Sham gap: 9.46 eV
- DFT total energy: -1138.748211 a.u.
- ΔE to the lowest compared entry with this formula, charge and spin: 7.7 kcal/mol

```
6
Properties=species:S:1:pos:R:3:forces:R:3
N 1.22016 0.12475 -0.90435 0.862 -0.523 -1.653
O 1.71174 -0.58540 -1.66639 -0.466 0.633 0.214
O -1.63090 -0.87763 1.22601 0.631 1.960 -1.972
O -1.74755 1.49641 0.34870 0.981 -2.617 -0.253
S -1.26123 0.11264 0.19692 -2.403 0.619 2.463
Cl 1.70778 -0.27076 0.79912 0.396 -0.073 1.201
```
Forces are in eV/Å.

Mulliken population analysis, charges in e, atoms 1 to 4:
1 N 0.30
2 O -0.21
3 O -0.37
4 O -0.40

Below is one molecule with the formula ClNO4S at a distorted geometry, with properties calculated with ωB97M-V/def2-TZVPD.

- 2S+1: 1
- Total charge: 0
- Molar mass: 145.523 g mol⁻¹
- Kohn-Sham gap: 10.82 eV
- DFT total energy: -1213.933043 a.u.
- ΔE to the lowest compared entry with this formula, charge and spin: 21.9 kcal/mol

```
7
Properties=species:S:1:pos:R:3:forces:R:3
N -0.17274 0.31080 -0.95547 0.378 -0.017 0.809
O -0.75315 -0.38894 0.17136 -1.142 -1.083 0.593
O -0.62646 -0.06385 -1.96589 -0.511 -0.376 -0.870
O 0.63169 1.12262 -0.69317 0.806 0.851 0.274
O 1.20095 -0.79238 1.70098 0.511 -0.412 0.233
S -0.21336 -0.64816 1.73877 0.015 1.437 -0.997
Cl -0.55194 1.29958 2.46451 -0.056 -0.400 -0.042
```
Forces are in eV/Å.

Mulliken population analysis, charges in e, atoms 1 to 4:
1 N 1.09
2 O -0.31
3 O -0.48
4 O -0.45

Below is an isolated ion of composition ClO4 and charge -1 at a distorted geometry, with properties calculated with ωB97M-V/def2-TZVPD.

- 2S+1: 1
- Total charge: -1
- Molar mass: 99.449 g mol⁻¹
- Kohn-Sham gap: 9.51 eV
- DFT total energy: -760.929748 a.u.
- ΔE to the lowest compared entry with this formula, charge and spin: 21.9 kcal/mol

```
5
Properties=species:S:1:pos:R:3:forces:R:3
Cl -0.07970 0.05338 -0.00238 4.028 -3.449 -1.874
O -0.04074 0.62795 -1.36069 -1.234 1.664 1.657
O -0.62767 0.64658 1.15703 -4.635 1.905 0.100
O -0.50982 -1.31543 -0.28330 -1.325 0.404 1.095
O 1.25791 -0.01249 0.48936 3.166 -0.524 -0.977
```
Forces are in eV/Å.

Mulliken population analysis, charges in e, atoms 1 to 4:
1 Cl 1.51
2 O -0.62
3 O -0.59
4 O -0.64

Below is ClZr as an isolated structure at a distorted geometry, with properties calculated with ωB97M-V/def2-TZVPD.

- 2S+1: 2
- Total charge: +2
- Molar mass: 126.677 g mol⁻¹
- Kohn-Sham gap (spin up / spin down): 6.36 / 7.40 eV
- DFT total energy: -506.307783 a.u.

```
2
Properties=species:S:1:pos:R:3:forces:R:3
Zr 0.30911 0.41709 1.21287 -1.023 -1.379 -4.011
Cl -0.30911 -0.41709 -1.21287 1.023 1.379 4.011
```
Forces are in eV/Å.

From a Mulliken analysis of the wavefunction, the atomic charges in e read:
1 Zr 2.03
2 Cl -0.03

Below is CrH16O8 as an isolated structure at a distorted geometry, with properties calculated with ωB97M-V/def2-TZVPD.

- 2S+1: 5
- Total charge: +2
- Molar mass: 196.116 g mol⁻¹
- Kohn-Sham gap (spin up / spin down): 9.11 / 12.63 eV
- DFT total energy: -1655.464845 a.u.
- ΔE to the lowest compared entry with this formula, charge and spin: 5.2 kcal/mol

```
25
Properties=species:S:1:pos:R:3:forces:R:3
Cr -12.80906 5.07083 27.36379 -0.140 0.074 0.417
O -14.97091 3.79720 27.31786 -0.100 -0.093 -0.127
H -15.55845 3.51342 26.61752 -0.320 -0.295 -0.282
H -15.53526 3.87738 28.08683 -0.253 -0.087 0.335
O -11.10858 5.81720 26.13510 0.320 0.259 -0.708
H -10.29413 6.25749 26.37812 0.355 0.078 0.252
H -11.23802 6.04329 25.21403 0.094 -0.002 -0.502
O -14.06342 5.77995 28.87344 -0.611 0.121 0.607
H -13.90478 5.78505 29.81738 0.420 -0.084 0.463
H -14.86233 6.29517 28.76156 -0.347 0.264 -0.254
O -13.00607 7.47503 27.32530 0.172 0.332 -0.056
H -13.34212 8.12597 27.94139 -0.203 0.281 0.270
H -12.54828 7.98845 26.65967 0.097 0.212 -0.377
O -12.32147 3.50753 26.16833 0.285 -0.958 -0.769
H -11.63595 3.03957 25.69155 0.640 0.133 -0.127
H -13.06846 2.90902 26.16357 -0.437 -0.342 0.114
O -12.63936 3.50751 28.73121 0.254 -0.418 0.850
H -11.87423 2.94470 28.84979 0.455 -0.164 0.007
H -13.32857 3.08703 29.24545 -0.394 -0.067 0.148
O -11.13408 5.92401 28.73411 0.161 -0.063 0.333
H -11.07666 6.87944 28.74315 -0.141 0.424 0.012
H -10.28418 5.62940 29.06137 0.319 -0.303 0.306
O -13.87297 5.45010 25.57893 -0.499 0.503 -0.675
H -14.82441 5.54217 25.52881 -0.380 0.235 0.124
H -13.58837 5.39943 24.66642 0.253 -0.040 -0.359
```
Forces are in eV/Å.

Mulliken population analysis, charges in e, atoms 1 to 4:
1 Cr 0.47
2 O -0.46
3 H 0.28
4 H 0.26

Below is CrH16O9Y as an isolated structure at a distorted geometry, with properties calculated with ωB97M-V/def2-TZVPD.

- 2S+1: 4
- Total charge: +4
- Molar mass: 301.021 g mol⁻¹
- Kohn-Sham gap (spin up / spin down): 5.62 / 7.31 eV
- DFT total energy: -1768.019979 a.u.

```
27
Properties=species:S:1:pos:R:3:forces:R:3
Y -1.39532 -1.21829 1.26110 -1.434 2.431 -0.761
Cr 0.33073 1.13127 -1.69097 0.296 -0.697 2.551
O -2.72046 0.44547 0.59565 2.173 -1.749 -0.215
H -3.08395 1.32593 0.55183 -0.622 0.260 0.848
O 0.09945 -0.17732 -0.24983 0.041 1.087 -1.729
H 0.86957 -0.42414 0.29032 0.771 0.196 -0.486
O 0.06521 -2.98590 0.65021 0.063 0.025 -0.420
H 1.03537 -2.88763 0.61143 -0.214 -0.144 0.344
H -0.13412 -3.77050 0.09864 -0.084 0.132 0.327
O -1.57908 1.75239 -1.62813 0.262 -0.600 -0.570
H -2.11276 2.18227 -2.34035 0.342 -0.028 0.189
H -2.20910 1.17847 -1.08914 0.235 -0.077 0.634
O 2.22644 0.53307 -2.18951 -0.342 0.216 -0.292
H 2.48258 0.23579 -3.09633 -0.097 0.062 0.281
H 3.07489 0.72327 -1.73331 -0.250 0.000 -0.110
O -2.20266 -1.91097 -0.83557 -0.427 -0.195 -0.064
H -1.78834 -1.77699 -1.69816 -0.001 -0.379 0.055
H -3.15148 -2.05913 -1.03408 0.211 0.010 0.142
O 0.89308 2.59876 -0.46948 -0.216 0.436 -0.425
H 1.68932 2.71112 0.09144 -0.046 -0.156 -0.325
H 0.52638 3.50841 -0.59307 0.055 -0.316 0.023
O 2.03544 -1.43703 1.97640 -0.340 0.204 -0.090
H 2.30343 -0.57923 2.32200 0.456 -0.172 0.163
H 2.60435 -2.06332 2.46629 -0.169 0.042 -0.162
O -0.14760 0.65209 2.51377 -0.224 -0.232 -0.710
H 0.77874 0.75116 2.76600 -0.194 -0.098 0.533
H -0.49011 1.56096 2.45284 -0.246 -0.260 0.270
```
Forces are in eV/Å.

Mulliken population analysis, charges in e, atoms 1 to 4:
1 Y 1.72
2 Cr 1.02
3 O -0.88
4 H 0.27

Below is CrO8S2 as an isolated structure at a distorted geometry, with properties calculated with ωB97M-V/def2-TZVPD.

- 2S+1: 5
- Total charge: -2
- Molar mass: 244.122 g mol⁻¹
- Kohn-Sham gap (spin up / spin down): 6.39 / 7.56 eV
- DFT total energy: -2442.913119 a.u.
- ΔE to the lowest compared entry with this formula, charge and spin: 0.0 kcal/mol

```
11
Properties=species:S:1:pos:R:3:forces:R:3
Cr -0.49117 -0.71285 0.45939 -0.147 0.334 -0.034
S -1.29849 -0.39164 -2.00912 1.587 2.284 -1.764
O -1.78123 -1.02660 -3.23229 -0.676 -0.760 1.012
O -1.02064 1.02638 -2.27914 -0.376 -0.537 0.244
O -2.15605 -0.47421 -0.75404 -0.210 -0.567 0.371
O -0.02093 -1.05175 -1.51421 -0.047 -0.853 0.071
S 1.38766 0.55501 1.90671 1.683 1.138 -0.741
O 0.46690 1.08515 0.83618 -0.352 0.855 0.435
O 1.41135 1.36231 3.12422 -0.847 -0.509 0.034
O 0.75321 -0.82181 2.09343 -0.128 -0.881 0.175
O 2.74939 0.45001 1.36888 -0.487 -0.503 0.197
```
Forces are in eV/Å.

Mulliken population analysis, charges in e, atoms 1 to 4:
1 Cr 0.83
2 S 1.42
3 O -0.68
4 O -0.67

Below is CsO4P as an isolated structure at a distorted geometry, with properties calculated with ωB97M-V/def2-TZVPD.

- 2S+1: 2
- Total charge: -1
- Molar mass: 227.875 g mol⁻¹
- Kohn-Sham gap (spin up / spin down): 3.81 / 3.67 eV
- DFT total energy: -662.525453 a.u.
- ΔE to the lowest compared entry with this formula, charge and spin: 14.4 kcal/mol

```
6
Properties=species:S:1:pos:R:3:forces:R:3
Cs -0.49649 0.24994 -3.26800 0.068 0.023 1.746
P 0.13732 -0.04623 0.67515 0.462 5.150 0.050
O -0.78439 0.61848 -0.36146 -0.869 -0.081 -2.264
O 1.01570 1.14943 1.21574 -0.981 -2.509 0.158
O 0.92417 -1.17280 0.08921 1.275 -2.015 -0.838
O -0.79629 -0.79882 1.64936 0.043 -0.567 1.147
```
Forces are in eV/Å.

Mulliken population analysis, charges in e, atoms 1 to 4:
1 Cs 0.93
2 P 0.74
3 O -0.81
4 O -0.75

Below is Cu2H18O21S3Zn as an isolated structure at a distorted geometry, with properties calculated with ωB97M-V/def2-TZVPD.

- 2S+1: 3
- Total charge: 0
- Molar mass: 642.806 g mol⁻¹
- Kohn-Sham gap (spin up / spin down): 7.45 / 4.94 eV
- DFT total energy: -7845.656427 a.u.

```
45
Properties=species:S:1:pos:R:3:forces:R:3
Zn 7.34732 -7.89454 12.87031 -0.572 -0.391 -0.445
Cu 7.14853 -2.98035 12.60831 -2.319 -1.906 -0.500
Cu 3.21754 -5.37571 12.42588 1.836 0.960 0.303
S 6.33100 -5.61289 10.66669 -4.607 0.497 0.352
O 4.87561 -5.62191 10.93378 0.433 -0.064 -0.031
O 6.50805 -5.96445 9.23118 1.836 0.280 1.679
O 6.80820 -4.26202 10.97281 1.324 0.699 -0.709
O 6.94386 -6.63022 11.51387 1.699 0.150 -0.833
S 5.83233 -5.77137 14.35607 -4.523 3.543 4.337
O 4.57674 -6.17366 13.73631 -2.323 -1.862 -1.978
O 6.69942 -6.95168 14.36879 1.806 -1.265 0.927
O 6.34615 -4.69440 13.53504 2.490 1.706 -1.394
O 5.42047 -5.23191 15.67307 2.284 -1.514 -1.170
S 4.08393 -2.30383 12.95964 -1.959 -0.262 3.835
O 3.41569 -3.35592 12.20056 -0.681 -2.147 -0.976
O 3.25168 -1.15314 12.83550 -0.716 1.301 -0.305
O 4.22373 -2.70249 14.36490 -0.135 -0.128 -0.739
O 5.38788 -1.98846 12.42047 5.093 -0.023 -1.620
O 9.35807 -7.42575 13.08823 0.464 -0.005 0.080
H 9.78764 -6.80433 13.67606 -0.253 0.282 0.567
H 9.98826 -7.56177 12.38071 0.005 -0.372 -0.468
O 8.58865 -3.49612 8.87455 0.625 0.402 -0.082
H 8.79289 -4.41653 8.70914 0.008 -0.253 -0.205
H 7.81253 -3.51936 9.43431 -0.435 -0.146 0.176
O 8.96425 -6.95540 8.31478 0.776 -0.401 0.050
H 8.69793 -6.95952 7.39538 0.032 0.086 -0.291
H 8.21967 -6.57238 8.77860 -0.673 0.415 0.194
O 5.74419 -5.87800 6.85816 -0.243 -0.113 -1.238
H 6.49420 -6.34761 6.49321 0.077 -0.043 -0.247
H 5.91715 -5.84377 7.79899 0.209 0.687 0.059
O 9.14378 -4.03645 12.28935 -0.146 0.838 0.906
H 9.26231 -4.81529 11.74566 -0.672 -0.244 -0.436
H 9.97464 -3.56631 12.21952 0.283 0.346 -0.022
O 8.17696 -9.21055 11.36152 0.714 -0.129 1.162
H 7.74708 -8.98974 10.53527 -1.184 0.570 -1.003
H 8.58813 -10.05947 11.19875 0.137 -0.310 0.393
O 4.01567 -7.03590 8.82036 -0.892 -0.796 -0.340
H 4.03402 -6.72422 9.72521 0.214 0.266 0.150
H 4.90123 -6.87674 8.49372 -0.496 -0.167 -0.102
O 6.63687 -8.70685 9.18416 0.305 -1.293 0.506
H 6.67052 -7.75086 9.14976 -0.281 0.848 -0.021
H 7.44258 -8.99103 8.75253 0.158 0.011 -0.733
O 5.42408 -8.76750 12.39156 0.210 -0.478 0.148
H 5.16141 -9.49744 11.83082 0.231 -0.224 -0.434
H 4.62758 -8.53144 12.86704 -0.140 0.652 0.497
```
Forces are in eV/Å.

Mulliken population analysis, charges in e, atoms 1 to 4:
1 Zn 0.20
2 Cu 0.22
3 Cu 0.35
4 S 0.65

Below is CuH8O4 as an isolated structure at a distorted geometry, with properties calculated with ωB97M-V/def2-TZVPD.

- 2S+1: 1
- Total charge: +1
- Molar mass: 135.606 g mol⁻¹
- Kohn-Sham gap: 8.38 eV
- DFT total energy: -1945.973333 a.u.
- ΔE to the lowest compared entry with this formula, charge and spin: 12.8 kcal/mol

```
13
Properties=species:S:1:pos:R:3:forces:R:3
Cu 0.01825 0.27434 -0.19245 1.176 1.566 -0.781
O -0.96418 1.56239 0.69208 -1.327 1.790 1.393
H -1.28761 1.18977 1.50648 -0.085 -0.514 0.665
H -1.49254 2.36130 0.66488 0.099 0.602 -0.728
O -0.39362 -0.71818 -1.68154 -0.862 -0.948 -2.166
H 0.10314 -1.45619 -2.01302 0.400 -0.584 -0.321
H -1.29123 -0.82521 -1.99214 -0.299 -0.049 -0.324
O -0.43208 -1.13753 0.99977 -0.535 -1.663 1.985
H -1.21987 -1.67835 1.05977 -0.436 -0.371 -0.388
H -0.20493 -1.03293 1.92215 0.511 -0.082 0.557
O 1.98939 0.33758 -0.33631 2.439 0.330 -0.082
H 2.38261 1.02511 0.20924 -0.270 0.308 0.385
H 2.79267 0.09792 -0.83891 -0.811 -0.384 -0.195
```
Forces are in eV/Å.

Mulliken population analysis, charges in e, atoms 1 to 4:
1 Cu 0.20
2 O -0.45
3 H 0.32
4 H 0.32